A structure of composition C37H92AsF12N9O5P. Source: the OMol25 dataset; level of theory: wB97M-V/def2-TZVPD.

Calculated values
**Net charge**: +5
**Total energy**: -6107.83192 a.u.

Each line ends with the Löwdin charge.
Geometry (Å):
H (6.354, 7.417, 15.818)  0.128
N (-0.972, 8.349, 10.272)  -0.064
F (2.518, 7.745, 8.164)  -0.290
C (3.561, 5.593, 6.209)  0.014
H (6.673, 9.141, 2.871)  0.061
H (10.073, 10.194, 5.014)  0.141
O (11.448, 8.713, 6.639)  -0.018
H (7.608, 11.049, 5.028)  0.101
H (-0.589, 6.539, 11.414)  0.131
H (-0.059, 6.609, 8.314)  0.046
H (4.024, 3.009, 13.257)  0.095
F (3.166, 9.096, 10.210)  -0.297
H (4.601, 5.490, 5.898)  0.112
O (3.111, 13.561, 11.602)  -0.066
H (2.741, 12.333, 6.456)  0.065
C (9.511, 9.295, 5.268)  -0.078
C (8.045, 8.580, 7.352)  0.037
C (4.686, 11.719, 3.729)  0.049
O (-0.121, 3.979, 4.747)  -0.023
H (9.980, 7.368, 5.877)  0.120
H (7.118, 5.035, 15.344)  0.106
H (1.057, 6.742, 6.153)  0.112
H (2.031, 6.962, 3.450)  0.107
H (6.068, 6.128, 10.991)  0.095
H (6.268, 8.293, 1.450)  0.103
N (6.769, 7.491, 12.415)  -0.311
H (1.965, 10.574, 4.951)  0.142
C (9.299, 10.832, 7.327)  0.048
H (-1.036, 5.672, 5.368)  0.138
F (2.675, 13.105, 8.642)  -0.163
C (7.290, 10.331, 5.784)  0.001
H (0.698, 2.516, 11.421)  0.105
F (0.700, 15.701, 8.319)  -0.171
H (-2.156, 11.203, 7.459)  0.116
C (-0.303, 7.064, 10.503)  -0.128
N (1.498, 11.609, 13.292)  -0.294
C (1.023, 5.714, 5.791)  -0.063
H (0.185, 5.196, 9.442)  0.057
H (0.740, 9.763, 14.000)  0.082
H (4.753, 9.937, 0.868)  0.142
P (1.732, 14.355, 8.414)  0.252
H (-0.581, 11.615, 8.088)  0.078
H (-3.331, 10.575, 10.569)  0.151
C (6.332, 6.770, 14.941)  -0.201
H (2.630, 2.686, 7.818)  0.103
H (8.315, 6.128, 12.731)  0.091
H (8.289, 6.535, 11.067)  0.103
O (7.428, 5.901, 15.069)  -0.034
F (0.870, 13.715, 9.637)  -0.184
H (4.916, 1.706, 10.873)  0.112
H (5.373, 6.251, 14.942)  0.120
H (2.545, 13.003, 14.552)  0.136
H (6.088, 5.416, 12.462)  0.096
H (7.016, 8.509, 10.500)  0.078
H (7.345, 8.993, 8.078)  0.073
C (1.461, 1.769, 11.202)  0.030
H (0.216, 9.144, 8.622)  0.129
H (4.128, 13.329, 5.836)  0.108
H (6.855, 9.490, 5.243)  0.077
C (-0.618, 9.290, 9.293)  0.022
H (8.606, 11.183, 8.092)  0.103
F (4.085, 9.285, 6.739)  -0.266
H (-1.952, 12.361, 8.875)  0.125
H (3.776, 1.670, 9.554)  0.082
H (7.564, 7.847, 6.704)  0.101
H (2.212, 4.745, 3.169)  0.114
F (4.810, 10.540, 8.741)  -0.300
H (-2.569, 8.169, 11.560)  0.149
H (2.225, 2.827, 13.447)  0.109
H (9.970, 10.159, 7.861)  0.094
H (2.046, 4.415, 11.061)  0.120
C (-2.468, 10.007, 10.254)  0.027
H (1.244, 0.868, 11.776)  0.121
H (0.868, 13.368, 14.203)  0.135
H (6.148, 10.847, 1.440)  0.151
C (2.653, 4.463, 4.126)  0.038
C (3.127, 2.470, 12.951)  0.050
As (3.588, 9.167, 8.438)  0.924
F (2.307, 10.331, 8.259)  -0.229
C (3.117, 3.989, 9.292)  -0.233
C (-0.374, 6.107, 9.229)  -0.028
C (5.817, 6.375, 12.022)  -0.028
N (3.702, 11.605, 4.714)  -0.045
H (-0.976, 3.700, 4.409)  0.125
F (2.674, 14.915, 7.184)  -0.152
H (3.186, 1.405, 13.172)  0.108
C (5.352, 10.170, 1.749)  -0.166
N (2.885, 2.382, 11.385)  -0.284
H (-1.409, 5.780, 9.133)  0.090
C (6.507, 7.922, 13.826)  -0.073
H (9.708, 11.678, 6.775)  0.123
H (8.899, 7.779, 12.404)  0.122
H (-0.088, 5.980, 3.976)  0.130
C (-2.078, 8.791, 10.826)  -0.038
H (2.260, 3.540, 4.552)  0.107
H (2.815, 4.983, 8.963)  0.095
F (0.853, 13.469, 7.353)  -0.178
C (3.893, 1.437, 10.612)  0.078
H (1.047, 5.124, 6.707)  0.114
F (4.962, 8.071, 8.672)  -0.287
H (2.904, 7.796, 4.882)  0.076
C (2.118, 14.023, 12.554)  -0.193
H (4.425, 11.881, 6.776)  0.061
C (-0.120, 5.356, 4.869)  -0.245
C (2.942, 3.836, 10.838)  -0.073
H (0.306, 10.490, 11.839)  0.083
C (2.770, 6.918, 4.250)  0.010
H (2.392, 14.980, 12.998)  0.135
H (2.893, 13.869, 10.719)  0.020
H (4.775, 6.589, 12.260)  0.107
H (3.440, 6.549, 6.719)  0.058
N (2.465, 5.644, 5.113)  -0.273
H (2.883, 11.120, 11.649)  0.082
C (5.813, 8.857, 2.265)  -0.064
C (0.949, 10.725, 14.468)  0.034
H (5.660, 12.176, 3.818)  0.155
H (0.895, 12.086, 11.274)  0.078
H (1.435, 1.559, 10.133)  0.093
H (5.532, 8.408, 13.807)  0.125
H (0.736, 7.366, 10.638)  0.102
H (3.547, 0.458, 10.944)  0.119
C (-1.620, 11.451, 8.375)  0.045
H (0.046, 11.147, 14.909)  0.114
H (1.198, 14.395, 12.104)  0.122
H (-0.377, 12.104, 12.359)  0.118
N (-1.565, 10.279, 9.250)  -0.062
H (4.158, 3.892, 8.985)  0.123
C (2.734, 10.839, 12.692)  0.006
H (8.875, 8.978, 4.442)  0.127
C (8.238, 6.983, 12.060)  0.071
H (3.466, 11.157, 13.435)  0.101
H (5.465, 8.934, 11.354)  0.075
C (3.211, 10.225, 3.066)  -0.015
H (3.794, 4.278, 11.354)  0.103
C (10.533, 8.282, 5.661)  -0.262
C (0.514, 11.521, 12.125)  -0.012
H (6.675, 10.766, 6.571)  0.090
H (12.142, 9.124, 6.118)  0.117
H (7.277, 8.684, 13.941)  0.141
H (2.541, 9.786, 12.895)  0.075
H (5.106, 8.159, 2.714)  0.062
C (1.815, 13.083, 13.746)  -0.034
O (2.231, 3.136, 8.566)  -0.079
N (8.589, 9.772, 6.450)  -0.282
C (3.751, 12.328, 6.046)  0.027
N (4.497, 10.751, 2.765)  -0.027
C (2.764, 10.724, 4.241)  -0.029
H (3.327, 4.664, 6.729)  0.076
H (3.738, 4.395, 4.045)  0.103
H (2.884, 9.349, 2.527)  0.127
H (3.751, 6.832, 3.782)  0.085
H (11.110, 7.932, 4.806)  0.148
C (6.532, 8.737, 11.450)  0.039
F (2.589, 15.191, 9.533)  -0.151
H (8.939, 8.141, 7.796)  0.097
H (1.764, 10.560, 15.173)  0.105
H (6.923, 9.654, 11.889)  0.112

Force components x, y, z for each atom (eV/Å):
-0.468 0.019 0.343
1.363 1.599 -2.925
0.596 1.287 0.014
-1.532 -0.162 -0.643
-0.084 -0.815 0.836
-0.415 0.242 -0.349
-0.844 -0.108 0.000
-0.034 0.269 0.265
-0.641 0.467 -0.126
0.154 -0.071 0.227
-0.069 -0.068 -0.465
0.625 -0.285 -1.800
-0.307 0.160 -0.942
-0.918 -0.637 2.226
0.196 0.270 -0.170
0.108 1.428 0.981
1.556 1.293 -1.072
-0.281 -2.656 0.683
0.143 -0.542 -0.569
0.329 -0.247 1.047
0.120 -0.104 0.223
-0.579 0.191 -0.245
-0.125 0.366 0.350
-0.822 0.619 -0.410
-0.021 0.017 -0.193
-0.203 -0.141 -2.790
-0.444 -0.429 -0.722
-0.859 -1.912 0.515
-0.087 0.289 0.259
1.718 -1.174 -0.425
1.821 -0.322 0.232
0.270 0.083 0.156
1.450 -2.728 -0.231
-0.363 0.163 0.308
1.555 -0.346 -1.857
-0.291 -1.764 -1.163
1.930 0.925 -0.181
0.304 0.129 -0.185
-0.249 0.084 0.118
-0.267 0.722 -0.080
-1.361 3.681 -0.458
-0.017 0.377 -0.108
0.161 0.313 -0.515
1.297 2.001 0.024
0.279 -0.024 0.014
0.531 0.141 0.238
-0.064 0.977 -0.204
-0.027 -0.046 -1.004
-1.239 0.171 0.351
-0.127 -0.294 0.421
-0.076 0.156 -0.539
0.304 -0.016 -0.363
0.239 0.354 0.941
-0.267 0.021 0.170
0.109 0.038 -0.151
0.639 0.746 -1.098
-0.040 0.365 0.088
-0.490 0.062 0.124
-0.350 0.100 0.363
-1.131 -0.640 0.591
-0.351 0.114 -0.331
-0.913 -0.497 0.679
-0.269 -0.399 0.092
-0.343 -0.594 0.265
0.006 0.219 -0.016
-0.134 -0.353 0.214
-1.703 -1.902 -0.142
-0.180 0.400 0.144
0.076 0.323 -0.351
0.866 0.902 -0.172
-0.134 -0.567 0.649
0.434 -1.980 0.765
0.695 0.093 0.195
0.081 0.385 0.005
-0.048 -0.067 0.253
0.451 0.699 1.046
-0.432 -1.633 -1.577
1.764 1.954 1.537
0.495 -1.095 -0.338
-0.132 -0.221 -0.246
-0.875 0.687 1.693
1.184 -0.296 -0.419
2.756 1.022 -2.119
-0.147 -0.306 -0.177
-0.848 -0.567 1.147
0.364 0.143 0.568
-1.267 -0.109 -1.063
-0.608 1.004 0.652
-0.059 0.074 -0.255
-0.007 -1.486 0.139
0.140 -0.495 -0.155
0.213 -0.197 -0.682
0.168 -0.411 -0.614
-2.623 1.360 0.907
-0.187 0.267 -0.181
0.224 0.485 0.740
0.022 0.443 0.119
-1.026 1.503 1.233
0.146 -0.553 -0.358
-0.876 0.061 0.091
-0.801 -0.005 0.139
0.474 0.584 -0.198
-0.073 -0.491 -0.388
0.050 0.923 1.197
0.132 -0.732 -1.032
0.090 0.043 0.374
-0.021 -1.033 0.717
0.793 -0.046 0.390
-0.199 0.549 -0.195
0.187 0.363 -0.372
0.062 -0.610 0.614
1.144 0.295 -1.226
0.238 0.051 0.481
2.368 -0.633 -0.334
0.875 0.624 -1.434
-0.365 0.604 0.166
0.548 -0.249 -0.015
-0.347 -0.153 0.200
0.024 0.212 -0.073
0.234 -0.260 0.087
0.641 -0.130 -0.468
1.474 -0.083 -0.828
0.278 0.163 -0.049
-0.279 -0.895 -0.601
-0.314 -0.486 0.399
0.466 -1.781 1.923
0.089 -0.373 0.055
-0.894 1.156 2.369
0.040 -0.080 0.157
-1.912 -0.489 2.504
0.856 -0.099 -0.778
-0.036 -0.465 -0.214
1.278 -1.055 -0.478
-0.049 0.158 -0.193
0.028 -1.399 -0.547
-0.220 1.773 0.449
-0.116 -0.130 -0.229
0.590 0.151 0.402
0.016 -0.252 1.091
-0.100 -0.018 -0.532
-0.118 0.630 0.239
-0.731 -1.237 -1.285
-0.229 -0.139 0.497
-2.010 -0.289 -0.590
-0.177 0.122 -0.952
-3.386 2.191 2.908
0.706 0.673 1.180
-0.041 0.493 0.590
-0.110 -0.161 -0.372
-0.342 0.434 -0.247
-0.040 -0.706 0.021
-0.248 0.410 -0.579
-0.275 -0.856 1.047
0.025 -0.276 -0.653
-0.223 -0.018 0.247
-0.193 0.373 0.165
0.518 -0.351 0.192